Entry 1:
43
Properties=species:S:1:pos:R:3:forces:R:3:mulliken_charge:R:1 method="wB97M-V/def2-TZVPD" multiplicity=2 homo_ev="-2.242 / -10.245" orbital_gap_ev="2.380 / 10.240" charge=0
O -2.89173 -2.09999 -0.05915 0.99 0.47 0.46 -0.851
H 4.43564 -1.65220 2.62424 -0.07 -0.08 0.03 0.305
O -0.13047 -0.28250 2.96275 0.36 2.59 -0.06 -0.607
H -0.85807 0.46607 2.99948 -0.08 -2.61 0.54 0.492
H -0.36134 -1.12029 2.51036 -0.31 0.07 -0.17 0.442
O 1.06610 1.64908 2.01656 -2.90 -1.32 1.15 -0.707
H 2.06102 -0.07643 -1.25827 0.07 -0.34 -0.02 0.338
H 1.36023 1.40032 1.13086 1.45 0.40 0.22 0.362
O 3.08596 2.77080 1.00954 -0.13 0.45 0.46 -0.690
H 3.71169 3.48106 0.85616 0.25 -0.28 -0.28 0.292
H 3.38012 1.94997 0.60740 0.43 0.05 -0.45 0.317
O -3.07415 2.75652 -1.35212 -0.54 0.49 0.87 -0.721
H -3.97268 2.75868 -0.99205 0.12 0.25 -0.07 0.382
H -3.07098 1.93808 -1.83930 0.48 -0.97 -0.77 0.331
O -0.90656 -2.69469 -2.64817 0.47 -0.46 0.91 -0.676
H -1.77451 -2.61188 -2.20696 0.46 0.20 -0.84 0.251
H -0.92230 -2.51570 -3.59101 -0.69 0.16 -0.04 0.404
O -0.56686 -3.06589 2.08272 -0.01 0.20 -0.51 -0.775
H -0.68337 -3.10952 1.11960 0.00 0.26 0.04 0.351
H -0.75180 -3.96638 2.36049 0.02 -0.06 0.32 0.315
O -2.24765 0.19010 -2.76280 -0.01 0.36 0.05 -1.021
H -2.66938 -0.40190 -3.39616 -0.31 -0.21 -0.10 0.516
H -1.38387 0.34538 -3.17708 0.13 0.07 0.22 0.260
O -2.37014 0.61749 3.52334 -1.90 1.13 0.81 -0.722
H -2.55849 1.31329 2.86592 0.33 -0.17 -0.64 0.361
H -3.24258 -2.77537 0.52483 -0.48 -0.19 -0.29 0.367
O 4.24881 -1.30854 1.74536 -0.05 -0.02 0.12 -0.640
H 4.97324 -0.70096 1.57951 0.08 0.10 -0.15 0.321
H 1.54604 1.79051 2.83488 1.61 0.41 -1.06 0.364
O 2.42231 0.73000 -0.87586 -0.41 0.46 0.25 -0.894
H 0.53021 0.47777 2.47533 0.05 -0.70 -0.53 0.599
H 3.49390 -3.29366 -1.18991 -0.15 -0.62 -0.14 0.310
O 3.07989 -2.94094 -1.97759 -0.46 0.31 -1.03 -0.667
H -3.07813 0.83295 4.17598 1.02 -0.64 -0.21 0.364
H 2.70815 -3.62031 -2.58403 0.58 0.43 1.23 0.337
O -1.79892 2.10219 1.37203 -0.67 0.14 -0.25 -0.728
H -2.20120 1.77576 0.54912 0.26 -0.29 -0.18 0.306
H -2.15548 2.99815 1.35228 0.33 0.30 0.16 0.320
O 1.18823 2.27233 -3.97502 -0.93 -0.28 -2.07 -0.763
H 1.09583 1.45600 -4.50758 0.56 -0.40 1.01 0.353
H 0.73556 2.78719 -4.68470 0.38 0.60 1.17 0.342
H -3.36500 -2.05620 -0.89264 -0.51 -0.20 -0.09 0.362
H 1.91271 1.43365 -1.30834 0.19 -0.07 -0.09 0.396



Entry 2:
10
Properties=species:S:1:pos:R:3:forces:R:3:mulliken_charge:R:1 method="wB97M-V/def2-TZVPD" homo_ev=-3.355 orbital_gap_ev=7.295 charge=-1
H 1.20514 1.30165 -1.31389 -0.45 0.41 0.02 0.226
N 0.20133 1.37525 -1.05397 1.30 -0.15 0.16 -0.700
C 0.00309 0.47964 -0.17512 -1.80 -0.27 -0.53 0.598
C 0.97692 -0.54098 0.37216 -0.45 -1.04 -0.14 -1.074
C -1.55747 0.19679 0.18962 1.71 0.62 0.32 0.155
O -2.14781 0.87434 1.01759 0.31 0.25 0.06 -0.621
S -2.10745 -1.10883 -0.70239 -0.46 -0.94 -0.56 -0.523
H 0.81796 -1.51837 -0.17467 0.32 1.16 0.34 0.266
H 2.05635 -0.31440 0.50140 -0.69 0.29 -0.48 0.373
H 0.55194 -0.74508 1.33928 0.21 -0.32 0.81 0.301



Entry 3:
40
Properties=species:S:1:pos:R:3:forces:R:3:mulliken_charge:R:1 method="wB97M-V/def2-TZVPD" homo_ev=-3.465 orbital_gap_ev=3.360 charge=-1
N -1.05124 -3.13633 2.65449 -1.42 -0.84 1.22 -0.533
C -1.92824 -3.90282 3.22594 -0.18 0.48 -2.17 -0.120
C -2.86569 -4.84937 2.35039 0.14 -0.26 1.11 -0.544
N -2.31766 -6.20826 2.46260 1.57 -0.74 -2.34 -0.689
P -1.18915 -6.53771 1.23248 0.06 2.44 2.64 0.406
O -0.07764 -5.50067 1.00542 -1.30 -1.31 -0.42 -0.706
H -1.16067 -3.29158 1.64419 0.30 -0.04 0.20 0.165
H -2.04378 -3.94833 4.33730 0.29 -0.01 -0.90 0.330
H -2.96370 -4.46860 1.28522 0.24 0.06 0.97 0.316
H -3.91344 -4.86148 2.79120 0.98 0.19 -0.38 0.278
H -0.53841 -7.78138 1.56193 -0.84 0.24 -0.15 0.009
H -1.87528 -6.78223 -0.00658 0.16 -0.13 0.14 0.012
C 1.51239 2.53613 1.97161 -0.34 0.19 -0.16 -1.029
C 2.29526 1.57548 2.46495 0.75 0.75 0.20 0.430
C 1.84964 0.15190 2.51129 -0.62 -0.67 -0.12 0.887
O 2.60535 -0.69189 2.95253 0.32 0.40 0.07 -0.602
C 0.50564 -0.16401 2.02145 0.31 -0.18 0.04 -0.621
C -0.27812 0.79927 1.53096 -0.56 -0.64 -0.09 0.278
C 0.17843 2.21601 1.46017 0.39 0.34 0.13 0.904
O -0.56151 3.06438 0.98727 -0.15 -0.17 -0.08 -0.714
O -1.52432 0.53337 1.07427 0.67 0.63 0.12 -0.552
O 3.52982 1.84613 2.94500 -0.64 -0.54 -0.19 -0.601
H 1.82511 3.57064 1.93044 0.01 -0.02 -0.01 0.398
H 0.18484 -1.19875 2.07623 -0.06 -0.07 0.14 0.594
H -1.87820 1.38916 0.77583 -0.07 -0.03 -0.02 0.341
H 3.88475 0.98634 3.23758 0.01 -0.04 0.00 0.361
C 0.95151 3.04417 -5.12716 0.31 -0.14 0.11 -0.969
C -0.22491 3.61458 -4.85956 -0.14 0.09 -1.06 0.346
C -0.69571 3.81180 -3.45750 0.08 -0.10 0.81 0.889
O -1.76708 4.35368 -3.25857 -0.02 0.03 -0.41 -0.615
C 0.16202 3.33414 -2.37171 -0.39 0.22 -0.09 -0.788
C 1.33719 2.76034 -2.63915 0.14 -0.14 1.04 0.296
C 1.82002 2.58780 -4.03951 0.00 -0.01 -0.68 0.863
O 2.90593 2.07650 -4.24005 -0.01 0.01 0.31 -0.625
O 2.14247 2.31027 -1.65185 -0.20 0.18 -0.96 -0.450
O -1.04416 4.04124 -5.84637 0.20 -0.10 0.89 -0.568
H 1.30442 2.89785 -6.13881 -0.01 0.01 0.02 0.408
H -0.19808 3.46676 -1.35943 0.02 0.00 0.00 0.524
H 2.92442 1.94235 -2.10214 0.04 -0.06 0.08 0.339
H -1.82223 4.41310 -5.39235 -0.04 0.02 -0.03 0.352



Entry 4:
11
Properties=species:S:1:pos:R:3:forces:R:3:mulliken_charge:R:1 method="wB97M-V/def2-TZVPD" homo_ev=-10.229 orbital_gap_ev=10.651 charge=0 smiles="O=C(O)n1nccn1"
O -2.30113 1.30619 0.40380 3.08 -5.93 -1.28 -0.476
C -1.69508 0.22913 0.10455 -0.02 2.12 -1.30 0.510
O -2.13047 -1.00908 -0.33792 -0.30 2.07 1.23 -0.407
N -0.18000 0.07466 -0.16708 -3.33 2.14 1.25 0.848
N 0.51648 -1.03159 0.18399 -2.76 1.21 0.68 -0.558
C 1.70160 -0.59864 0.35616 1.88 0.59 -2.25 -0.156
C 1.77314 0.82052 -0.17652 0.77 -0.70 1.67 -0.224
N 0.54181 1.22724 -0.25851 -0.24 -1.44 -1.00 -0.640
H -3.09160 -1.09330 -0.24775 0.02 0.26 0.12 0.363
H 2.28854 -1.47646 0.57753 1.47 0.81 0.10 0.382
H 2.57669 1.55134 -0.43826 -0.58 -1.12 0.77 0.357



Entry 5:
46
Properties=species:S:1:pos:R:3:forces:R:3:mulliken_charge:R:1 method="wB97M-V/def2-TZVPD" multiplicity=4 homo_ev="-13.538 / -14.620" orbital_gap_ev="7.881 / 9.023" charge=+2
V -0.76187 0.62085 0.18972 0.13 0.08 -0.71 0.896
C -1.18518 3.30150 -4.69468 -0.02 -0.03 0.02 -1.249
C -1.57610 3.58183 -3.29353 0.02 0.16 -0.20 0.872
N -2.16510 4.65077 -2.86900 0.03 -0.15 0.17 -0.643
N -2.32274 4.45182 -1.52391 -0.01 0.12 -0.19 0.207
C -1.84869 3.29152 -1.10067 0.02 -0.12 0.44 0.529
S -1.85490 2.70392 0.50591 -0.47 0.50 -0.13 -0.411
N -1.35960 2.71670 -2.22996 -0.07 -0.12 0.16 0.395
N -0.76308 1.44969 -2.23624 0.07 0.09 0.36 -0.811
H -1.46714 4.15638 -5.30348 0.01 0.00 -0.01 0.349
H -1.69928 2.41908 -5.07966 -0.01 0.00 0.00 0.337
H -0.10951 3.14553 -4.78554 0.01 0.02 0.01 0.327
H -2.76463 5.16079 -0.95730 -0.01 0.00 0.00 0.195
H 0.21367 1.55732 -2.50235 0.03 -0.08 -0.01 0.289
H -1.22709 0.88272 -2.94017 0.02 -0.08 0.04 0.281
C 4.16396 1.00563 2.66786 0.05 -0.01 -0.07 -1.095
C 3.44952 1.14086 1.32736 0.16 0.02 -0.10 -0.561
S 2.06880 0.01174 1.25570 -0.53 0.42 -0.22 0.504
O 1.19680 0.53737 0.04838 0.68 -0.50 0.31 -0.705
C 2.79601 -1.50962 0.68139 0.07 -0.19 0.09 -0.445
C 3.49856 -1.46550 -0.66389 0.01 -0.03 0.01 -1.155
H 5.00658 1.69423 2.68352 -0.01 0.01 0.03 0.368
H 4.56394 0.00270 2.81864 0.00 0.00 -0.01 0.327
H 3.50504 1.24802 3.49984 0.00 0.01 0.00 0.345
H 4.09444 0.93789 0.47262 0.01 0.05 0.02 0.330
H 2.99743 2.12346 1.18723 -0.01 0.00 0.09 0.403
H 1.96430 -2.21740 0.70895 0.00 0.01 -0.07 0.405
H 3.46205 -1.79592 1.50227 0.02 -0.03 -0.05 0.442
H 2.90491 -0.95627 -1.42109 -0.05 0.01 0.03 0.250
H 3.65253 -2.49162 -0.99456 0.05 0.02 -0.03 0.394
H 4.47474 -0.98951 -0.59988 0.00 0.00 -0.01 0.337
N -3.20249 -2.84424 -0.14666 0.06 0.04 0.04 -0.011
C -2.85417 -1.62208 -0.56390 0.00 0.19 -0.03 -0.427
N -2.05527 -1.00132 0.28315 -0.20 -0.41 0.14 -0.236
C -1.88486 -1.90224 1.35130 0.10 0.18 -0.02 0.693
C -1.17534 -1.76615 2.54530 0.01 0.00 0.00 -0.389
C -1.19214 -2.83563 3.41543 -0.03 -0.05 0.00 -0.881
C -1.89858 -4.01574 3.11725 0.02 0.04 0.01 -0.503
C -2.61689 -4.15378 1.94883 0.06 0.05 0.08 -0.958
C -2.58959 -3.06681 1.08084 -0.25 -0.19 -0.16 0.614
H -3.82877 -3.46190 -0.63815 0.01 -0.05 0.04 0.222
H -3.21575 -1.20239 -1.48902 0.00 -0.02 0.00 0.452
H -0.66065 -0.85004 2.81875 0.01 0.02 -0.03 0.446
H -0.67053 -2.76089 4.35965 0.00 -0.01 0.00 0.434
H -1.89005 -4.82808 3.83056 0.01 0.01 0.01 0.417
H -3.17330 -5.05517 1.73320 -0.01 0.01 -0.03 0.422